1.
Formula: C28H18F5OPtS2Si
Source: the Open Molecules 2025 dataset
Level of theory: ωB97M-V/def2-TZVPD

The geometry in ORCA input format:
```
! wB97M-V def2-TZVPD RIJCOSX def2/J DEFGRID3
* xyz -1 1
Pt 0.680 -0.072 0.004
F -0.066 7.046 -1.086
C 0.383 5.784 -1.056
C -0.382 4.779 -0.501
F -1.582 5.072 0.018
C 0.083 3.474 -0.481
F -0.731 2.569 0.072
C 1.318 3.109 -1.009
S 2.003 1.482 -1.078
C 2.064 4.158 -1.551
F 3.272 3.915 -2.076
C 1.620 5.465 -1.583
F 2.378 6.428 -2.125
C 3.342 -4.443 7.777
C 2.038 -4.122 8.458
O 1.933 -3.389 9.397
S 0.564 -4.955 7.741
C 0.511 -3.990 6.243
C 0.614 -4.621 5.007
C 0.527 -3.883 3.839
C 0.344 -2.496 3.876
C 0.244 -1.876 5.129
C 0.321 -2.612 6.297
C 0.306 -1.740 2.666
C 0.318 -1.112 1.623
H 4.172 -4.075 8.378
H 3.356 -3.959 6.799
H 3.425 -5.516 7.619
H 0.763 -5.693 4.967
H 0.608 -4.371 2.877
H 0.103 -0.804 5.172
H 0.241 -2.121 7.259
C -4.777 -2.565 0.124
C -3.999 -1.738 0.920
C -2.761 -1.294 0.467
C -2.281 -1.660 -0.790
C -3.088 -2.486 -1.580
C -4.320 -2.938 -1.133
Si -0.592 -1.121 -1.462
C -0.978 -0.008 -2.935
C -0.406 -0.249 -4.184
C -0.702 0.555 -5.279
C -1.570 1.626 -5.136
C -2.137 1.893 -3.896
C -1.841 1.084 -2.810
H -5.736 -2.921 0.482
H -4.352 -1.441 1.900
H -2.151 -0.662 1.100
H -2.742 -2.780 -2.567
H -4.923 -3.582 -1.762
H -0.068 -2.363 -2.101
H 0.277 -1.083 -4.304
H -0.253 0.343 -6.242
H -1.803 2.255 -5.987
H -2.809 2.735 -3.777
H -2.293 1.298 -1.846
*
```

As for the energy above the lowest of the compared OMol25 structures with the same formula, charge and spin: 0.492 eV. The LUMO energy is 2.27 eV. The HOMO-LUMO gap is 7.2 eV.

---

2.
Formula: C11H16O
Source: the Open Molecules 2025 dataset
Level of theory: ωB97M-V/def2-TZVPD

The geometry in ORCA input format:
```
! wB97M-V def2-TZVPD RIJCOSX def2/J DEFGRID3
* xyz 0 1
C -1.152 -3.566 -0.852
C -0.189 -2.851 -0.920
C 0.385 -0.052 1.303
C 0.371 -0.345 0.025
C -1.186 1.379 0.314
C -0.399 1.218 1.639
C -0.332 0.670 -0.846
C -1.377 0.944 2.820
C 0.661 1.463 -1.673
C 1.888 -1.959 -1.880
C 1.127 -2.345 -0.665
O 1.817 -2.802 0.417
H -2.181 -3.727 -0.904
H 0.855 -0.521 2.150
H -2.143 0.834 0.308
H -1.360 2.382 -0.044
H 0.231 1.966 1.887
H -0.947 0.054 -1.433
H -0.912 1.206 3.670
H -1.771 -0.054 2.772
H -2.234 1.703 2.835
H 0.330 2.288 -2.229
H 1.140 0.949 -2.470
H 1.474 1.804 -1.226
H 2.321 -2.812 -2.555
H 2.802 -1.501 -1.700
H 1.476 -1.323 -2.564
H 1.494 -3.656 0.780
*
```

As for the energy above the lowest of the compared OMol25 structures with the same formula, charge and spin: 6.939 eV. The LUMO energy is 0.76 eV. The HOMO-LUMO gap is 8.8 eV.

---

3.
Formula: C4H7NO2
Source: the Open Molecules 2025 dataset
Level of theory: ωB97M-V/def2-TZVPD

The geometry in ORCA input format:
```
! wB97M-V def2-TZVPD RIJCOSX def2/J DEFGRID3
* xyz 0 1
C -1.139 1.288 -0.442
C -0.435 -0.032 -0.199
C -0.884 -0.974 0.910
O -1.176 -1.174 -0.483
C 1.019 0.036 0.034
O 1.364 0.855 0.867
N 1.878 -0.804 -0.543
H -2.185 1.223 -0.130
H -0.653 2.112 0.087
H -1.113 1.516 -1.515
H -0.164 -1.691 1.301
H -0.888 -0.076 1.643
H 2.847 -0.870 -0.283
H 1.528 -1.409 -1.249
*
```

As for the energy above the lowest of the compared OMol25 structures with the same formula, charge and spin: 3.596 eV. The LUMO energy is 0.85 eV. The HOMO-LUMO gap is 10.3 eV. The structure (SMILES) is C[C@@]1(C(N)=O)CO1.

---

4.
Formula: C5H4N2O
Source: the Open Molecules 2025 dataset
Level of theory: ωB97M-V/def2-TZVPD

The geometry in ORCA input format:
```
! wB97M-V def2-TZVPD RIJCOSX def2/J DEFGRID3
* xyz 0 1
C -0.006 0.845 -1.026
C -0.998 0.630 0.126
C -0.727 -0.242 1.097
C 0.305 -1.283 0.916
C 1.209 -1.144 -0.316
H -0.664 2.267 -1.879
H -1.584 1.541 0.306
H -0.961 -0.036 2.348
H 1.974 -1.832 -0.258
N 0.102 1.718 -1.852
N 1.221 -0.161 -1.108
O 0.128 -2.305 1.645
*
```

As for the energy above the lowest of the compared OMol25 structures with the same formula, charge and spin: 2.916 eV. The LUMO energy is -1.31 eV. The HOMO-LUMO gap is 8.4 eV. The structure (SMILES) is [H]/N=C1\C=CC(=O)C=N1.

---

5.
Formula: C36H28IN9O3S2Ti
Source: the Open Molecules 2025 dataset
Level of theory: ωB97M-V/def2-TZVPD

The geometry in ORCA input format:
```
! wB97M-V def2-TZVPD RIJCOSX def2/J DEFGRID3
* xyz -1 2
Ti -0.382 -0.316 1.168
C 3.981 -3.955 -3.273
C 3.129 -2.915 -2.599
C 3.483 -1.572 -2.566
C 2.732 -0.653 -1.860
C 1.577 -1.004 -1.140
N 0.892 -0.069 -0.365
C 1.684 1.017 0.107
C 2.961 0.827 0.639
C 3.737 1.896 1.038
C 3.271 3.203 0.935
C 4.086 4.376 1.397
C 1.975 3.395 0.478
C 1.192 2.320 0.092
N -0.197 2.537 -0.123
C -0.804 3.642 -0.600
C -2.141 3.544 -0.303
C -2.267 2.329 0.383
N -1.093 1.727 0.484
C 1.150 -2.330 -1.314
C 1.948 -3.263 -1.968
N -0.117 -2.812 -0.874
C -0.815 -3.779 -1.510
C -1.828 -4.182 -0.677
C -1.671 -3.389 0.465
N -0.654 -2.553 0.334
H 4.956 -3.547 -3.540
H 4.142 -4.809 -2.613
H 3.515 -4.328 -4.188
H 4.377 -1.236 -3.080
H 3.055 0.378 -1.839
H 3.336 -0.184 0.728
H 4.718 1.710 1.460
H 5.000 4.046 1.891
H 4.368 5.015 0.557
H 3.503 4.974 2.098
H 1.535 4.380 0.527
H -0.233 4.410 -1.093
H -2.917 4.255 -0.525
H -3.140 1.889 0.837
H 1.638 -4.300 -1.944
H -0.529 -4.103 -2.495
H -2.566 -4.943 -0.858
H -2.247 -3.398 1.375
S -2.731 1.448 3.792
C -1.241 2.152 3.495
S 0.200 1.178 3.053
C -1.047 3.537 3.584
C -2.117 4.402 3.959
N -2.942 5.145 4.276
C 0.183 4.207 3.357
N 1.146 4.808 3.142
O -4.024 -1.639 2.242
C -3.167 -1.120 1.578
O -1.958 -0.817 1.984
C -3.393 -0.750 0.130
C -4.714 -0.678 -0.359
C -4.899 -0.268 -1.642
C -3.775 0.049 -2.440
C -3.896 0.493 -3.779
C -2.784 0.793 -4.510
C -1.501 0.662 -3.935
C -1.351 0.235 -2.647
C -2.490 -0.079 -1.868
N -2.326 -0.482 -0.573
H -5.524 -0.934 0.308
H -5.893 -0.174 -2.064
H -4.887 0.589 -4.207
H -2.882 1.136 -5.532
H -0.625 0.904 -4.523
H -0.379 0.148 -2.184
N 0.032 -2.066 3.957
C 1.065 -2.032 3.104
O 0.944 -1.328 2.016
C 2.220 -2.796 3.288
I 1.581 -5.063 1.796
H -0.735 -1.412 3.865
H 0.123 -2.578 4.815
H 2.381 -3.312 4.222
H 3.066 -2.588 2.656
*
```

As for the energy above the lowest of the compared OMol25 structures with the same formula, charge and spin: 1.368 eV. The LUMO energy (alpha / beta) is 1.28 / 1.27 eV. The HOMO-LUMO gap (alpha / beta) is 5.8 / 5.8 eV. As for the expectation value of S²: 0.75.

---

M per entry: 752.74; 164.25; 101.10; 108.10; 873.59 g mol⁻¹